DFT (the ωB97M-V functional and the def2-TZVPD basis) results for C33H52AsN5OSSi4Sr as an isolated structure.

```
98
Properties=species:S:1:pos:R:3:forces:R:3
Sr 0.29672 -0.33349 0.71621 0.0 2.2 2.8
O 1.97725 0.33014 -0.46758 1.5 0.3 -1.3
C 3.21371 0.32275 -0.85029 -0.8 0.0 0.2
C 3.57275 0.31480 -2.21500 0.2 0.0 -0.2
C 4.89559 0.33059 -2.60943 0.0 0.0 0.1
C 5.92713 0.35131 -1.66371 -0.2 0.0 0.0
C 5.58653 0.34902 -0.32025 0.1 0.0 0.0
C 4.25680 0.33307 0.09823 0.2 0.0 0.5
C 3.92534 0.31969 1.53776 0.0 -0.1 -0.3
N 2.90264 -0.25806 2.14689 0.0 -0.1 0.0
C 3.09096 -0.04207 3.49639 -0.1 -0.1 -0.2
C 4.22091 0.67882 3.71052 0.1 0.0 -0.1
N 4.74425 0.89957 2.45502 0.1 0.1 0.1
H 2.76547 0.32018 -2.93836 0.0 0.0 0.0
H 5.13391 0.33077 -3.66745 0.0 0.0 0.0
H 6.96476 0.35273 -1.96957 0.0 0.0 0.0
H 6.37437 0.32601 0.42733 0.0 0.0 0.0
H 2.39115 -0.41250 4.22552 0.0 0.0 0.0
H 4.68158 1.05523 4.60687 0.0 0.0 0.0
H 5.52064 1.49343 2.22495 0.0 0.0 0.0
C 1.15142 -4.84118 1.36122 0.0 0.0 0.1
C 0.65581 -5.40792 0.19833 -0.1 -0.1 -0.2
C 0.11011 -4.60481 -0.78373 0.0 -0.3 0.0
C 0.06113 -3.23548 -0.57851 -0.1 0.6 -0.3
N 0.50312 -2.69266 0.56405 0.2 -1.5 -0.2
C 1.04201 -3.47538 1.51230 -0.2 0.1 -0.5
C -0.39959 -2.27766 -1.67080 0.0 -0.1 0.6
C -0.51401 -2.67866 -2.98518 0.0 -0.1 -0.3
C -0.78247 -1.72308 -3.95756 0.0 -0.2 0.0
C -0.91246 -0.39724 -3.60305 -0.1 0.1 0.1
C -0.82366 -0.06706 -2.26004 -0.1 -0.4 0.2
N -0.59849 -0.99733 -1.32060 -0.5 -0.6 -1.7
H 1.59433 -5.44176 2.14361 0.0 0.0 0.0
H 0.68318 -6.48105 0.05626 0.0 0.0 0.0
H -0.31923 -5.03965 -1.67308 0.0 0.0 0.0
H 1.40362 -2.97202 2.40064 0.0 0.0 0.0
H -0.37780 -3.71346 -3.26376 0.0 0.0 0.0
H -0.87084 -2.02647 -4.99336 0.0 0.0 0.0
H -1.08665 0.38102 -4.33321 0.0 0.0 0.0
H -0.91228 0.97368 -1.93674 0.0 0.0 0.0
C 0.75174 6.05284 -0.61393 0.0 0.3 0.1
Si 0.63307 4.39161 -1.51940 0.3 0.2 0.0
C 0.73682 4.91030 -3.33596 0.0 0.0 -0.2
C 2.27352 3.56057 -1.12967 0.2 -0.1 0.0
C -0.76535 3.38354 -1.14466 0.1 -0.7 0.1
Si -2.44694 3.64926 -1.60984 -0.4 0.0 0.0
C -2.67150 4.15251 -3.42033 0.0 0.1 -0.2
C -3.52737 2.12133 -1.34807 -0.1 -0.2 0.0
C -3.38905 5.01395 -0.69352 -0.2 0.2 0.1
H 1.60565 6.65182 -0.95906 -0.1 0.0 0.0
H 0.86125 5.88674 0.46263 0.0 0.0 0.0
H -0.16489 6.63704 -0.76122 0.1 0.0 0.0
H 1.67886 5.43657 -3.53430 0.0 0.0 0.0
H -0.08498 5.57754 -3.61475 0.1 0.0 0.0
H 0.68302 4.02981 -3.98543 0.0 0.1 0.0
H 3.09158 4.28927 -1.07264 0.0 0.0 0.0
H 2.52465 2.81810 -1.89373 0.0 0.1 0.1
H 2.22385 3.02497 -0.17581 0.0 0.0 0.0
H -0.64791 2.72129 -0.27732 0.0 0.1 0.1
H -2.11266 3.48348 -4.08368 -0.1 0.0 0.0
H -2.30755 5.17027 -3.59541 0.0 0.0 0.0
H -3.73104 4.12402 -3.70250 0.1 0.0 0.0
H -3.47620 1.42601 -2.19348 0.0 0.0 0.1
H -4.58024 2.39131 -1.20998 0.0 0.0 0.0
H -3.21510 1.57099 -0.45306 0.0 0.0 0.0
H -2.84545 5.96468 -0.74912 0.0 0.0 0.0
H -3.49261 4.75817 0.36705 0.0 0.0 -0.1
H -4.39452 5.16257 -1.11035 0.1 0.0 0.1
C -2.26690 -0.04447 6.07914 -0.3 0.0 0.2
Si -0.75805 -0.13010 4.96751 -0.2 0.1 -0.1
C -0.50974 -1.96382 4.62041 0.1 -0.3 -0.1
C 0.67598 0.39744 6.08527 0.3 0.1 0.2
As -1.14645 1.00784 3.02699 -0.2 0.1 0.1
Si -0.41086 3.08591 3.66603 -0.2 -0.2 -0.1
C -0.83030 3.46852 5.45408 0.0 0.1 0.4
C 1.41601 3.40039 3.46885 0.4 0.0 -0.1
C -1.32791 4.35288 2.66563 -0.2 0.3 -0.3
H -2.22539 -0.77425 6.89870 0.0 0.1 0.0
H -3.16739 -0.22690 5.48729 0.0 0.0 0.1
H -2.35715 0.96008 6.50605 0.0 -0.1 0.0
H -0.84658 -2.55825 5.47690 0.1 0.0 0.0
H 0.54636 -2.19680 4.44000 -0.1 0.0 0.0
H -1.07877 -2.28838 3.74283 0.0 0.0 0.1
H 0.27885 0.77254 7.03385 0.1 -0.1 0.0
H 1.28853 1.18842 5.64580 0.0 -0.1 0.0
H 1.33256 -0.45367 6.30220 0.0 0.1 0.1
H -0.29536 2.82946 6.16094 0.0 0.1 0.0
H -1.90234 3.32100 5.61630 0.0 0.1 0.0
H -0.58162 4.51280 5.68216 0.0 -0.1 0.0
H 2.00358 2.68679 4.05409 0.0 0.1 0.0
H 1.65909 4.41923 3.79483 0.1 -0.1 0.0
H 1.72069 3.28932 2.42275 0.0 0.0 0.0
H -2.35450 4.42809 3.03852 0.0 0.0 -0.1
H -1.37184 4.09106 1.60383 0.0 0.0 0.0
H -0.85318 5.33872 2.73583 -0.1 0.0 0.0
S -2.98572 -4.05413 -0.06799 -0.6 0.1 -0.3
C -4.48570 -3.73084 -0.78955 0.6 -0.2 0.3
N -5.51613 -3.54052 -1.29426 0.0 0.0 0.0
```
Forces are in eV/Å.

For the relative energy (zero: lowest compared OMol25 entry of this formula, charge and spin), the calculation gives 142.0 kJ/mol. As for the charge: -2.

=====

DFT (the ωB97M-V functional and the def2-TZVPD basis) results for a 3-piece molecular cluster, C20H44INO11P2S overall.

```
80
Properties=species:S:1:pos:R:3:forces:R:3
C -2.76893 4.23207 5.46856 0.4 0.3 -0.4
S -3.21484 4.17617 3.72854 -2.5 -1.0 -0.3
O -3.46175 2.80891 3.33748 1.5 -0.6 0.1
O -4.39446 4.96393 3.49289 0.6 1.4 0.2
C -1.79283 4.80619 2.82815 1.2 -0.2 0.2
C -1.78657 4.67075 1.27902 -0.1 0.4 -1.0
C -0.46814 3.89018 0.91518 0.0 1.6 0.9
C 0.31724 4.40807 -0.28849 -0.5 -0.4 -0.7
C 1.38660 3.43076 -0.85411 0.1 -0.2 0.1
C 1.44435 2.05392 -0.17412 0.5 0.1 -0.8
I 3.35589 1.12124 -0.63311 -0.4 0.2 -0.1
C 0.32203 4.25182 2.21961 -0.5 -1.6 -0.9
O 1.43269 4.67427 2.31768 -0.6 -0.1 0.2
N -0.64347 3.99706 3.28142 0.7 0.2 0.7
H -3.65813 4.35128 6.08591 -0.2 0.0 -0.4
H -2.26707 3.30137 5.72603 0.2 0.2 -0.1
H -2.12874 5.10667 5.60133 0.1 -0.2 0.2
H -1.56697 5.80892 3.20290 -0.5 0.1 -0.2
H -2.70995 4.20908 0.92197 0.2 -0.3 0.0
H -1.69628 5.60654 0.71583 -0.4 0.3 0.7
H -0.80551 2.85385 0.85214 0.8 -0.2 0.1
H -0.40774 4.64465 -1.07639 0.2 0.0 0.0
H 0.82658 5.34234 -0.04089 -0.2 0.0 0.2
H 2.38212 3.87704 -0.81672 -0.2 0.1 0.2
H 1.18867 3.24917 -1.91478 0.0 0.0 0.1
H 1.40406 2.07507 0.91014 -0.1 -0.1 -0.1
H 0.71313 1.39220 -0.63603 0.0 -0.1 0.5
H -0.86841 3.01845 3.08269 -0.3 0.0 0.4
C 2.56058 -6.97021 0.72005 0.1 0.0 -0.1
C 2.03516 -5.54664 0.78105 -0.2 -0.1 -0.1
O 2.78321 -4.72762 1.68309 0.7 -0.3 -0.5
P 4.32216 -4.32043 1.27394 -2.8 3.3 5.5
O 4.11784 -3.31773 0.18831 1.8 -2.6 -1.8
O 4.74142 -3.29914 2.48649 0.3 -0.5 -0.2
C 5.08841 -1.93453 2.25300 -0.2 0.4 0.0
C 3.88158 -1.03065 2.39600 -0.2 -0.1 0.3
O 5.01780 -5.58293 2.04643 0.3 0.0 -3.0
C 5.28670 -5.63436 3.45506 0.6 -0.1 0.7
C 4.07283 -5.52264 4.34936 -0.3 0.1 -0.2
H 3.55773 -7.00623 0.27437 0.0 0.0 0.0
H 1.89920 -7.59276 0.11531 0.0 0.0 0.0
H 2.63219 -7.39981 1.71893 0.0 0.0 0.0
H 2.03393 -5.09013 -0.21297 0.0 0.0 0.0
H 1.00815 -5.54868 1.14634 0.0 0.1 0.1
H 5.56515 -1.81516 1.28102 -0.1 -0.1 -0.1
H 5.83598 -1.66591 3.00314 0.0 -0.2 0.1
H 3.03571 -1.38584 1.80754 0.1 0.0 -0.2
H 4.12448 -0.01647 2.08494 0.0 0.0 0.0
H 3.55019 -1.00691 3.43712 0.1 0.0 0.0
H 6.04329 -4.89563 3.71553 -0.1 0.2 -0.1
H 5.75415 -6.60767 3.61982 -0.1 -0.1 -0.3
H 3.59731 -4.54732 4.27478 0.1 0.0 0.0
H 4.37084 -5.66978 5.38893 0.1 -0.1 -0.1
H 3.32752 -6.27376 4.08598 0.0 0.0 0.1
C -0.97625 1.42317 -6.22930 0.1 -0.1 0.0
C -1.53571 2.04359 -4.96071 0.0 0.1 -0.1
O -2.57212 1.25394 -4.37655 0.6 -0.2 -0.2
P -2.16539 -0.19923 -3.68565 -7.2 4.0 0.5
O -1.56420 0.37120 -2.43219 3.2 -2.3 -1.0
O -3.60259 -0.66157 -3.04510 0.5 -0.8 -0.4
C -3.78880 -0.85838 -1.64295 -0.1 0.2 0.3
C -4.30925 0.40137 -0.97942 -0.1 0.1 -0.1
O -2.48885 -0.97625 -5.09669 3.0 -0.7 1.0
C -3.80322 -1.32776 -5.55660 -0.7 -0.7 -0.2
C -4.74796 -0.16720 -5.77155 0.1 0.4 0.2
H -0.44713 0.49116 -6.01530 0.0 0.0 0.0
H -0.27284 2.10686 -6.70741 0.0 0.0 0.0
H -1.77567 1.19224 -6.93258 0.0 0.0 0.0
H -0.74072 2.20633 -4.22597 0.0 0.0 0.0
H -1.97924 3.01299 -5.19006 -0.1 0.0 0.1
H -2.87075 -1.20929 -1.17385 0.1 0.1 -0.1
H -4.52320 -1.65909 -1.53131 0.0 0.0 -0.2
H -3.70464 1.27087 -1.23856 0.2 -0.1 0.0
H -4.32025 0.28943 0.10551 0.0 0.0 0.0
H -5.32535 0.61297 -1.31719 0.0 0.0 0.0
H -4.23798 -2.07821 -4.89762 0.1 0.2 0.2
H -3.64346 -1.83054 -6.51293 0.3 0.1 0.0
H -4.99540 0.33855 -4.84104 0.0 0.0 0.0
H -5.67832 -0.53212 -6.21044 0.1 -0.1 -0.1
H -4.30777 0.57195 -6.44091 0.0 0.0 -0.1
```
Forces are in eV/Å.

The SMILES is CS(=O)(=O)[C@@H]1C[C@@H](CCCI)C(=O)N1.CCOP(=O)(OCC)OCC.CCOP(=O)(OCC)OCC. As for the charge: 0.

=====

DFT (the ωB97M-V functional and the def2-TZVPD basis) results for C15H48B4N8O7P2 as an isolated structure.

```
84
Properties=species:S:1:pos:R:3:forces:R:3
N 0.93778 -3.58376 -1.20220 -0.4 0.0 -0.1
C 0.00119 -3.13422 -2.23817 -0.2 -0.4 0.0
C 0.53854 -1.96275 -3.05083 1.2 -0.2 0.1
O -0.08131 -1.83645 -4.32831 -0.8 0.1 0.3
C 0.52706 -0.61512 -2.32362 -0.5 0.8 -0.1
B -0.86792 -0.20758 -1.71580 0.1 0.2 -0.1
O -1.14268 -0.19328 -0.34639 -0.1 0.4 -0.7
B -2.35026 0.47430 -0.09044 -0.1 0.0 0.9
O -3.50176 0.10146 -0.75828 1.3 -0.4 -0.2
B -3.04078 -0.52586 -1.92481 -0.9 1.3 -0.4
B -3.62733 -1.98233 -2.56050 -0.6 -0.4 -0.5
N -4.13605 -3.04167 -1.66906 0.6 0.6 -0.3
O -3.57870 -2.17537 -3.94904 0.6 -0.4 0.8
O -1.95490 0.12648 -2.53702 0.3 -1.3 0.4
H 1.02722 -2.89186 -0.46262 0.1 0.1 -0.1
H 0.47828 -4.37537 -0.76204 0.4 -0.1 0.1
H -1.00643 -2.97048 -1.80692 0.0 0.4 -0.3
H -0.10665 -3.98112 -2.93467 0.0 0.1 0.1
H 1.59268 -2.19653 -3.26406 -0.1 -0.1 0.3
H -0.26891 -2.72126 -4.66344 0.2 0.1 0.0
H 1.30328 -0.52718 -1.55784 0.0 -0.4 -0.1
H 0.76832 0.14806 -3.07795 0.0 -0.1 0.1
H -2.32390 1.35834 0.69717 -0.2 -0.1 0.2
H -5.14696 -3.07695 -1.78401 0.0 -0.3 0.3
H -3.71430 -3.92424 -1.94683 -0.6 -0.2 -0.2
H -2.72520 -2.56644 -4.18948 -0.2 0.3 -0.4
O -3.48783 5.85370 0.77038 -3.4 0.5 -0.3
P -3.67225 6.01894 -0.72596 5.9 -1.1 -1.9
N -3.12985 4.47478 -1.24554 0.3 -0.6 -0.7
C -1.74604 4.04542 -1.28513 0.3 0.2 0.2
C -4.02592 3.38530 -0.86615 -0.6 0.4 0.1
N -2.59268 7.36920 -0.90870 -0.1 1.2 0.5
C -1.23768 7.26842 -1.40579 0.0 -0.2 -0.5
C -2.61923 8.31653 0.20692 0.1 -0.2 0.3
N -4.28359 6.31692 -2.31580 -2.6 0.6 1.6
C -3.86126 5.72390 -3.56729 0.0 -0.9 0.0
C -5.08715 7.52514 -2.47169 0.1 0.1 0.0
H -1.66651 3.12917 -1.87851 -0.2 -0.1 0.1
H -1.32133 3.85844 -0.28934 0.1 0.0 0.0
H -1.11180 4.75660 -1.81116 -0.1 0.1 0.2
H -4.95116 3.44069 -1.45320 0.0 0.0 0.1
H -4.29268 3.42572 0.19606 0.0 -0.1 0.0
H -3.58956 2.40911 -1.05917 0.1 0.3 -0.2
H -0.59070 6.67885 -0.74182 0.1 0.0 0.0
H -0.79620 8.26322 -1.50216 -0.1 0.1 0.1
H -1.20311 6.84880 -2.41312 0.0 -0.2 0.1
H -1.99191 7.98756 1.04540 -0.1 0.0 0.1
H -3.63354 8.45863 0.57695 0.0 -0.1 0.1
H -2.26204 9.29493 -0.12588 0.1 -0.1 -0.2
H -2.79232 5.86575 -3.74961 0.0 0.0 0.1
H -4.39647 6.17732 -4.40411 -0.1 0.2 0.2
H -4.08382 4.65800 -3.60763 0.1 0.0 0.0
H -4.47852 8.36317 -2.83023 0.0 0.0 0.0
H -5.53768 7.81592 -1.52176 0.1 0.0 0.0
H -5.91080 7.36573 -3.17230 0.0 -0.1 0.0
O 3.67912 -3.54594 1.32705 2.0 2.8 0.4
P 4.30559 -3.78865 2.68641 -2.4 -5.8 1.3
N 5.15233 -5.24453 2.34515 0.5 -0.7 0.3
C 4.53977 -6.54991 2.19516 -0.4 0.0 0.0
C 6.27565 -5.05955 1.43031 0.1 0.6 0.1
N 2.81368 -3.91249 3.57198 -0.9 0.9 0.1
C 2.20649 -5.16096 3.97919 0.4 -0.3 0.3
C 1.76289 -3.00434 3.11102 0.0 -0.1 -0.3
N 5.16185 -3.66086 4.18251 0.6 2.9 -1.1
C 5.78207 -4.71484 4.95730 0.6 -0.5 -0.5
C 4.97037 -2.41530 4.91944 -0.2 0.0 0.1
H 5.31332 -7.32123 2.22774 0.1 0.1 -0.2
H 3.97483 -6.65806 1.25986 0.0 -0.1 0.0
H 3.88811 -6.79392 3.03150 -0.1 0.2 -0.1
H 7.08252 -4.51339 1.93380 0.0 0.1 -0.1
H 5.98810 -4.49498 0.53644 0.0 -0.1 -0.1
H 6.69096 -6.01129 1.10272 -0.1 -0.1 0.2
H 1.89472 -5.77413 3.12230 0.0 -0.1 0.0
H 1.32099 -4.96834 4.58947 0.0 0.2 -0.1
H 2.86714 -5.74511 4.62245 0.1 -0.1 -0.2
H 1.22433 -3.40187 2.23968 0.0 0.1 0.0
H 2.17363 -2.03221 2.84231 0.0 -0.1 -0.1
H 1.03906 -2.83306 3.91188 0.1 -0.1 0.1
H 5.07341 -5.50636 5.21643 0.0 0.0 -0.1
H 6.18051 -4.31667 5.89258 -0.2 0.3 -0.1
H 6.62736 -5.16058 4.43378 -0.1 -0.1 0.0
H 4.18502 -2.51900 5.67664 0.0 0.0 0.0
H 4.68617 -1.60616 4.24535 -0.1 0.0 0.0
H 5.89332 -2.10097 5.41306 0.0 0.0 0.0
```
Forces are in eV/Å.

As for the charge: 0.

=====

Number 1: HOMO-LUMO gap 5.1 eV, strongest force on any atom 0.0693 hartree/bohr. Number 2: HOMO-LUMO gap 8.2 eV, strongest force on any atom 0.1592 hartree/bohr. Number 3: HOMO-LUMO gap 7.9 eV, strongest force on any atom 0.1240 hartree/bohr.